No. 1
Density functional theory data (ωB97M-V/def2-TZVPD) for a 12-piece molecular cluster, C5H37N2O11 overall.

ORCA input file:
```
! wB97M-V def2-TZVPD RIJCOSX def2/J DEFGRID3
* xyz 0 2
C -0.15 -0.34 -1.63
C -0.30 -0.62 -0.16
C 0.21 0.35 0.98
C -0.28 -0.23 2.32
C -1.74 0.38 2.43
N -1.73 1.81 2.68
N -0.94 0.92 -2.00
H -0.24 -1.08 -2.41
H 0.90 -0.01 -1.65
H 0.21 -1.60 0.06
H -1.33 -0.85 0.07
H 1.29 0.29 0.82
H -0.06 1.41 0.94
H 0.22 -0.04 3.27
H -0.34 -1.34 2.28
H -2.21 0.15 1.50
H -2.14 -0.17 3.29
H -2.06 1.92 3.65
H -2.37 2.29 2.08
H -1.32 0.97 -2.97
H -0.23 1.70 -1.86
H -1.76 0.99 -1.38
H 0.97 -4.67 1.40
H 1.39 -3.46 0.75
O 1.07 -4.38 0.48
H -2.94 -3.64 -2.97
H -2.45 -3.14 -1.52
O -2.82 -2.89 -2.37
H -0.24 -4.46 -0.63
H -1.66 -5.08 -0.73
O -1.12 -4.37 -1.09
H 2.68 1.03 2.60
H 2.63 2.23 1.59
O 3.20 1.53 1.97
H -3.06 -1.37 -3.11
H -3.90 -0.55 -4.19
O -3.15 -0.51 -3.59
H 2.33 4.21 0.42
H 1.45 3.82 1.58
O 1.69 3.53 0.66
H 5.02 -0.08 -0.11
H 3.86 0.39 0.99
O 4.24 -0.32 0.40
H 0.49 3.12 3.79
H 0.21 1.93 2.91
O 0.73 2.75 2.92
H 3.34 -2.92 0.10
H 3.28 -1.75 1.11
O 2.84 -2.59 0.85
H -2.20 1.45 -3.31
H -2.29 2.31 -4.55
O -1.74 1.64 -4.14
H 0.84 3.75 -1.99
H 0.77 2.81 -0.78
O 0.94 2.81 -1.75
*
```

- relative energy (zero: lowest compared OMol25 entry of this formula, charge and spin) (eV) = 2.394
- orbital gap (alpha / beta) (eV) = 2.69 / 9.76

No. 2
Density functional theory data (ωB97M-V/def2-TZVPD) for a 13-piece molecular cluster, C5H37N2O12S overall.

ORCA input file:
```
! wB97M-V def2-TZVPD RIJCOSX def2/J DEFGRID3
* xyz 0 2
C -0.75 1.66 -0.96
N 0.20 0.65 -0.48
C 1.53 0.73 -1.07
C 2.17 -0.74 -1.00
S 2.84 -1.09 -2.58
C 2.45 1.75 -0.43
C -1.22 1.42 -2.38
N -2.40 0.58 -2.52
H -0.28 2.66 -0.88
H -1.55 1.69 -0.22
H 0.34 0.60 0.53
H 1.39 0.94 -2.13
H 1.31 -1.36 -0.77
H 2.90 -0.66 -0.18
H 2.37 1.71 0.66
H 3.51 1.62 -0.65
H 2.19 2.73 -0.83
H -1.42 2.39 -2.83
H -0.48 1.03 -3.08
H -2.36 -0.28 -1.99
H -3.27 1.07 -2.46
H -0.22 1.83 4.43
H -0.26 0.85 3.33
O -0.79 1.56 3.70
H 0.06 -2.32 4.10
H -0.67 -2.08 2.77
O 0.17 -1.91 3.23
H 2.02 0.50 -4.53
H 1.23 -0.76 -4.32
O 1.18 0.10 -4.77
H -2.97 0.03 3.35
H -2.21 0.29 4.66
O -3.02 -0.07 4.29
H -0.17 5.27 -1.09
H 0.89 5.33 0.08
O 0.76 5.32 -0.87
H 0.89 -4.13 0.31
H 2.08 -3.30 0.48
O 1.83 -4.19 0.21
H 0.83 -3.60 -1.57
H 1.15 -2.78 -2.78
O 0.41 -3.23 -2.37
H 1.42 4.30 -2.76
H 0.42 3.11 -2.62
O 0.83 3.72 -3.24
H -2.68 -3.17 -1.32
H -1.16 -3.27 -1.45
O -1.90 -3.44 -0.82
H -2.77 -1.88 4.08
H -2.66 -3.03 2.94
O -2.44 -2.77 3.85
H -2.50 -1.01 0.58
H -2.14 -2.35 0.61
O -2.28 -1.65 1.27
H 2.44 -0.26 4.37
H 1.14 -0.32 3.69
O 1.57 0.19 4.41
*
```

- relative energy (zero: lowest compared OMol25 entry of this formula, charge and spin) (eV) = 0.000
- orbital gap (alpha / beta) (eV) = 9.21 / 6.50

No. 3
Density functional theory data (ωB97M-V/def2-TZVPD) for a 14-piece molecular cluster, C5H37NO13 overall.

ORCA input file:
```
! wB97M-V def2-TZVPD RIJCOSX def2/J DEFGRID3
* xyz 0 1
C -0.20 0.00 2.71
C 0.06 0.96 1.52
C 1.38 1.73 1.66
C 2.60 0.82 1.48
C 3.75 -0.05 -0.37
N 3.07 0.92 0.09
H -0.65 -0.90 2.28
H 0.76 -0.32 3.12
H -0.82 0.48 3.46
H 0.14 0.27 0.68
H -0.82 1.60 1.43
H 1.48 2.57 0.97
H 1.39 2.03 2.71
H 2.36 -0.20 1.78
H 3.45 1.13 2.10
H 3.79 0.06 -1.45
H 3.97 -0.93 0.24
H -2.96 1.10 -1.83
H -4.04 0.10 -1.13
O -3.86 0.97 -1.47
H -1.80 3.74 1.04
H -3.26 3.85 0.64
O -2.64 4.06 1.37
H -2.29 1.06 1.96
H -3.23 2.21 1.56
O -3.23 1.27 1.84
H 2.94 0.09 -4.11
H 2.11 -0.79 -2.99
O 2.82 -0.16 -3.19
H 1.94 1.48 -2.17
H 1.73 2.94 -2.49
O 1.24 2.11 -2.37
H 1.53 -2.72 -0.04
H 0.62 -3.62 0.53
O 1.56 -3.46 0.58
H 1.83 -2.29 2.50
H 3.23 -2.64 2.97
O 2.36 -2.37 3.34
H -1.70 -1.88 -0.83
H -1.22 -2.37 0.51
O -0.90 -2.23 -0.41
H -3.21 -0.51 0.73
H -3.88 -0.69 -0.76
O -3.23 -1.02 -0.11
H -0.39 1.50 -1.07
H -1.10 2.83 -1.22
O -1.31 1.91 -1.15
H 0.33 0.71 -3.93
H -0.93 1.37 -3.30
O -0.58 0.97 -4.15
H 0.11 -1.44 -1.65
H 0.81 -2.51 -2.32
O 0.77 -1.56 -2.38
H -1.83 -3.97 2.43
H -0.41 -3.43 2.90
O -1.17 -3.34 2.25
*
```

- relative energy (zero: lowest compared OMol25 entry of this formula, charge and spin) (eV) = 5.550
- orbital gap (eV) = 9.91

No. 4
Density functional theory data (ωB97M-V/def2-TZVPD) for C5H37NO15 as an isolated structure.

ORCA input file:
```
! wB97M-V def2-TZVPD RIJCOSX def2/J DEFGRID3
* xyz 0 1
C 1.36 -1.36 2.48
N 0.30 -1.71 1.53
C 1.42 0.27 -1.61
C 1.56 -0.46 -0.28
C 0.21 -0.89 0.31
C -0.62 0.35 0.65
O -1.61 0.56 -0.23
O -0.43 1.09 1.59
H 2.37 -1.42 2.07
H 1.27 -2.01 3.35
H 1.21 -0.34 2.85
H 0.38 -2.68 1.24
H 0.74 -0.26 -2.28
H 2.36 0.33 -2.16
H 0.99 1.26 -1.47
H 2.23 -1.32 -0.36
H 2.05 0.20 0.45
H -0.34 -1.47 -0.43
H -1.57 3.30 -0.19
H -3.15 -2.11 -0.37
H -2.80 -0.67 -0.86
O -3.26 -1.48 -1.12
H -1.53 1.48 -4.49
H -1.34 1.68 -2.97
O -1.53 1.02 -3.65
H 0.51 3.52 -0.83
H -0.42 4.29 -1.83
O -0.32 3.47 -1.34
H -1.65 2.76 1.23
H -2.07 1.46 -0.08
O -2.20 2.91 0.45
H -2.20 -1.78 -2.40
H -1.44 -0.79 -3.38
O -1.51 -1.72 -3.10
H 4.21 0.66 2.24
H 2.71 0.93 1.82
O 3.56 0.48 1.56
H 2.56 3.04 -0.30
H 2.33 4.49 0.27
O 1.89 3.65 0.12
H -1.08 -1.50 2.67
H -2.16 -0.45 3.02
O -1.99 -1.40 3.06
H 0.58 1.47 1.85
H 1.44 2.66 1.42
O 1.37 1.97 2.10
H 0.28 -3.39 -0.56
H -0.30 -4.36 0.50
O 0.11 -3.49 0.41
H -0.20 -2.64 -2.60
H 1.31 -2.37 -2.38
O 0.63 -3.03 -2.21
H -1.92 -3.39 0.90
H -2.69 -2.45 1.84
O -2.81 -3.03 1.06
H 3.82 1.41 0.16
H 3.49 1.34 -1.35
O 3.78 1.95 -0.66
*
```

- relative energy (zero: lowest compared OMol25 entry of this formula, charge and spin) (eV) = 4.513
- orbital gap (eV) = 8.67

No. 5
Density functional theory data (ωB97M-V/def2-TZVPD) for C5H38NO14 as an isolated structure.

ORCA input file:
```
! wB97M-V def2-TZVPD RIJCOSX def2/J DEFGRID3
* xyz 0 2
C -0.31 -1.74 -0.67
O -0.55 -2.09 -2.00
C 0.50 -0.40 -0.54
C -0.06 0.50 0.58
C 0.79 1.75 0.91
C -0.06 2.98 1.04
N 1.93 -0.64 -0.41
H 0.29 -2.53 -0.21
H -1.21 -1.58 -0.07
H 0.46 0.19 -1.45
H -0.21 -0.18 1.43
H -1.07 0.74 0.27
H 1.55 1.84 0.14
H 1.30 1.57 1.86
H -0.63 3.25 0.14
H 0.53 3.91 0.87
H -0.67 3.10 1.93
H 2.15 -1.09 0.50
H 2.28 -1.19 -1.21
H -0.14 -0.76 4.21
H 0.37 -2.15 4.31
O 0.71 -1.23 4.31
H 1.12 -2.49 -2.34
H 1.91 -3.38 -1.44
O 2.06 -2.77 -2.19
H -2.02 -3.05 -1.30
H -3.52 -3.16 -1.40
O -2.80 -3.28 -0.76
H -1.25 -1.31 -2.56
H -1.18 -0.62 -4.08
O -1.71 -0.42 -3.29
H -3.82 -0.66 0.72
H -3.47 -2.21 0.61
O -3.55 -1.45 1.21
H -1.56 0.93 -2.71
H -1.63 2.43 -3.13
O -1.31 1.89 -2.39
H -4.19 1.75 -0.03
H -4.02 0.80 -1.21
O -4.18 0.80 -0.24
H -2.37 -2.65 2.88
H -1.64 -1.60 2.16
O -1.47 -2.36 2.72
H -0.66 0.88 5.50
H -1.39 1.40 4.22
O -1.16 0.61 4.71
H 1.42 -1.42 2.55
H 2.70 -0.83 3.12
O 2.28 -1.04 2.29
H 0.36 2.07 -2.87
H 1.92 2.01 -2.52
O 1.28 2.36 -3.13
H 4.02 3.07 -0.23
H 4.56 1.72 0.17
O 4.85 2.57 -0.14
H 3.92 3.44 -2.07
H 2.40 3.91 -2.61
O 3.28 4.13 -2.29
*
```

- relative energy (zero: lowest compared OMol25 entry of this formula, charge and spin) (eV) = 1.421
- orbital gap (alpha / beta) (eV) = 10.21 / 6.02

No. 6
Density functional theory data (ωB97M-V/def2-TZVPD) for a 16-piece molecular cluster, C5H38O16 overall.

ORCA input file:
```
! wB97M-V def2-TZVPD RIJCOSX def2/J DEFGRID3
* xyz 0 1
C -1.02 -1.03 3.95
C -1.24 -0.22 2.75
C -0.56 -0.33 1.60
C -0.89 0.46 0.44
C -0.18 0.39 -0.71
O -0.58 0.98 -1.83
H -1.49 -0.84 4.91
H -1.31 -2.07 3.81
H 0.02 -1.21 4.27
H -2.11 0.44 2.84
H 0.27 -1.04 1.52
H -1.80 1.05 0.40
H 0.77 -0.15 -0.71
H 0.09 1.16 -2.53
H -2.90 -1.57 -1.38
H -2.38 0.03 -2.97
O -3.83 -1.33 -1.25
H 1.03 3.62 0.51
H -0.37 3.69 1.09
O 0.53 4.07 1.21
H 2.15 0.83 -3.14
H 1.55 2.30 -2.74
O 1.50 1.52 -3.30
H 2.89 0.47 1.13
H 2.26 1.49 1.95
O 2.53 0.57 2.03
H 1.64 -4.37 1.29
H 2.86 -3.38 1.31
O 2.01 -3.58 0.89
H 2.18 3.37 -0.89
H 3.50 2.88 -0.44
O 2.87 3.60 -0.27
H -4.09 1.54 -2.48
H -2.91 1.33 -1.56
O -3.60 1.99 -1.76
H -1.52 -2.50 1.54
H 0.43 -3.32 -1.98
O -1.42 -3.35 1.98
H -3.95 -1.28 -0.29
H -0.09 -2.06 -2.62
O 0.18 -2.43 -1.77
H 3.89 0.01 -0.69
H 4.57 1.32 -1.11
O 3.70 0.96 -0.87
H 2.66 -1.09 2.91
H 3.35 -1.70 4.07
O 3.12 -1.92 3.15
H -4.23 0.52 1.13
H -5.42 -0.03 0.36
O -4.76 -0.30 1.02
H -1.00 -3.95 1.35
H -3.65 -0.69 -3.26
O -2.90 -0.31 -3.73
H 2.28 -2.12 -1.13
H 3.31 -2.35 -0.13
O 3.06 -1.68 -0.79
H -0.86 3.26 -3.12
H -0.12 4.64 -2.97
O 0.01 3.68 -3.01
*
```

- relative energy (zero: lowest compared OMol25 entry of this formula, charge and spin) (eV) = 1.334
- orbital gap (eV) = 7.61